Here is 13 unconnected molecules or ions with the total composition C69H157N7O13 from OMol25. Energies are from ωB97M-V/def2-TZVPD.

CARTESIAN COORDINATES (ANGSTROEM)
C 6.15 2.50 -5.32
C 6.50 1.05 -4.94
C 7.46 0.92 -3.73
C 6.83 1.17 -2.38
C 5.63 0.26 -2.15
C 4.59 0.36 -3.28
N 5.29 0.28 -4.57
O 4.33 0.20 -5.70
C 3.68 -0.87 -3.16
C 3.77 1.68 -3.21
C 7.10 0.39 -6.19
H 5.28 2.61 -5.97
H 6.97 2.91 -5.90
H 6.01 3.17 -4.47
H 7.87 -0.10 -3.71
H 8.27 1.62 -3.94
H 6.51 2.22 -2.33
H 7.52 1.08 -1.55
H 5.12 0.48 -1.19
H 5.98 -0.79 -2.16
H 3.35 -1.00 -2.14
H 2.85 -0.82 -3.85
H 4.33 -1.76 -3.37
H 4.48 2.51 -3.20
H 3.15 1.76 -4.10
H 3.08 1.75 -2.38
H 6.45 0.57 -7.07
H 7.17 -0.69 -6.05
H 8.12 0.72 -6.37
H 4.31 -0.72 -6.00
C -3.42 1.43 -7.23
C -2.28 0.99 -6.28
C -2.92 0.59 -4.96
C -2.00 -0.03 -3.96
C -1.38 -1.25 -4.55
C -0.88 -1.12 -5.97
N -1.82 -0.30 -6.77
O -1.42 -0.32 -8.19
C 0.55 -0.59 -6.09
C -0.94 -2.58 -6.52
C -1.18 2.08 -6.22
H -4.29 0.78 -7.31
H -3.00 1.54 -8.24
H -3.74 2.43 -6.96
H -3.44 1.48 -4.60
H -3.77 -0.03 -5.12
H -2.50 -0.27 -3.02
H -1.18 0.66 -3.71
H -2.13 -2.05 -4.52
H -0.53 -1.55 -3.91
H 0.74 -0.30 -7.13
H 0.75 0.34 -5.54
H 1.24 -1.43 -5.95
H -0.41 -2.70 -7.46
H -0.41 -3.21 -5.79
H -1.96 -2.96 -6.54
H -0.49 2.03 -5.37
H -1.60 3.09 -6.20
H -0.61 2.00 -7.16
H -2.11 -0.83 -8.64
C -4.13 5.27 -0.35
C -4.35 3.82 -0.67
C -4.29 3.06 0.67
C -4.72 1.58 0.56
C -6.11 1.51 -0.05
C -6.37 2.35 -1.30
N -5.75 3.69 -1.13
O -6.04 4.61 -2.21
C -5.90 1.63 -2.54
C -7.91 2.50 -1.44
C -3.29 3.23 -1.58
H -3.22 5.34 0.29
H -4.99 5.71 0.17
H -3.90 5.92 -1.20
H -3.31 3.16 1.12
H -4.90 3.60 1.42
H -4.69 1.15 1.58
H -4.03 1.00 -0.06
H -6.86 1.84 0.67
H -6.37 0.48 -0.32
H -4.87 1.26 -2.47
H -6.54 0.78 -2.82
H -5.88 2.29 -3.41
H -8.33 1.51 -1.54
H -8.33 3.11 -0.66
H -8.15 3.11 -2.33
H -3.37 2.16 -1.62
H -2.28 3.49 -1.27
H -3.48 3.61 -2.59
H -5.46 4.37 -2.97
C 6.13 5.76 2.79
C 5.02 6.83 2.93
C 5.29 8.09 2.08
C 5.10 7.81 0.56
C 3.71 7.26 0.22
C 3.34 6.06 1.14
N 3.66 6.40 2.55
O 3.16 5.29 3.43
C 1.79 6.07 1.08
C 3.94 4.71 0.68
C 4.98 7.27 4.40
H 6.61 5.80 1.80
H 5.76 4.74 2.94
H 6.87 5.79 3.58
H 4.63 8.90 2.39
H 6.32 8.44 2.28
H 5.84 7.03 0.32
H 5.43 8.66 -0.04
H 3.56 6.91 -0.79
H 3.00 8.06 0.43
H 1.32 5.27 1.64
H 1.37 6.99 1.45
H 1.57 5.91 0.03
H 4.99 4.79 0.41
H 3.75 4.01 1.51
H 3.48 4.31 -0.22
H 4.09 7.89 4.60
H 5.77 7.97 4.55
H 4.89 6.43 5.07
H 2.55 5.79 3.94
C -8.61 -3.06 4.46
C -7.25 -2.98 5.18
C -6.96 -4.07 6.20
C -6.68 -5.43 5.57
C -5.51 -5.34 4.57
C -5.82 -4.37 3.43
N -6.15 -3.10 4.10
O -6.33 -2.05 3.13
C -4.49 -4.12 2.65
C -6.91 -4.80 2.45
C -6.91 -1.68 5.93
H -9.37 -2.70 5.13
H -8.91 -4.06 4.23
H -8.56 -2.40 3.59
H -6.11 -3.77 6.80
H -7.82 -4.07 6.87
H -7.56 -5.74 4.97
H -6.52 -6.20 6.35
H -5.24 -6.28 4.11
H -4.62 -5.00 5.09
H -3.77 -3.65 3.35
H -4.14 -5.08 2.26
H -4.57 -3.51 1.73
H -7.11 -3.93 1.84
H -6.68 -5.62 1.77
H -7.81 -5.15 2.96
H -6.95 -0.75 5.36
H -5.86 -1.77 6.24
H -7.58 -1.59 6.76
H -5.62 -1.41 3.29
C 4.08 -4.54 1.35
C 3.43 -5.19 0.10
C 2.87 -4.04 -0.71
C 2.67 -4.34 -2.19
C 3.97 -4.82 -2.79
C 4.53 -6.08 -2.16
N 4.58 -5.78 -0.70
O 5.20 -6.88 0.03
C 3.65 -7.38 -2.38
C 5.97 -6.29 -2.70
C 2.35 -6.21 0.45
H 4.49 -5.27 2.06
H 3.34 -3.95 1.86
H 4.90 -3.90 1.07
H 2.00 -3.66 -0.18
H 3.56 -3.18 -0.67
H 2.32 -3.49 -2.78
H 1.90 -5.15 -2.28
H 4.74 -4.07 -2.64
H 3.82 -5.04 -3.86
H 4.05 -8.12 -3.09
H 3.58 -7.91 -1.44
H 2.62 -7.16 -2.64
H 6.50 -7.16 -2.30
H 5.91 -6.44 -3.77
H 6.60 -5.41 -2.49
H 1.65 -5.80 1.18
H 2.74 -7.15 0.82
H 1.78 -6.53 -0.43
H 6.04 -6.46 0.27
C -2.14 -0.32 1.71
C -0.84 -1.02 1.98
C -0.39 -1.99 0.78
C 0.11 -1.25 -0.47
C 1.29 -0.34 -0.04
C 0.90 0.72 1.00
N 0.35 -0.07 2.19
O 0.03 0.83 3.30
C 2.20 1.42 1.53
C -0.06 1.70 0.45
C -0.89 -1.90 3.23
H -2.96 -1.06 1.80
H -2.13 0.25 0.80
H -2.24 0.45 2.47
H 0.42 -2.64 1.15
H -1.23 -2.66 0.64
H -0.74 -0.65 -0.82
H 0.40 -1.95 -1.24
H 1.71 0.17 -0.92
H 2.08 -1.01 0.27
H 2.58 2.02 0.71
H 2.00 2.03 2.41
H 2.98 0.71 1.78
H -0.65 2.08 1.28
H 0.42 2.58 -0.01
H -0.74 1.19 -0.21
H 0.07 -2.37 3.42
H -1.60 -2.72 3.00
H -1.35 -1.42 4.09
H 0.69 0.50 3.93
C 1.99 -1.32 5.28
O 1.84 0.07 5.26
H 1.00 -1.78 5.24
H 2.55 -1.61 4.40
H 2.50 -1.72 6.17
H 2.75 0.44 5.22
C -4.08 1.05 4.68
O -4.25 2.45 4.67
H -4.24 0.61 3.70
H -3.12 0.94 5.10
H -4.81 0.68 5.37
H -3.52 2.92 4.23
C -0.99 4.14 3.87
O -1.76 3.05 3.39
H -1.02 4.12 4.96
H 0.03 4.18 3.49
H -1.50 5.05 3.53
H -1.22 2.27 3.61
C 4.20 2.60 4.78
O 4.30 1.22 5.29
H 3.24 3.05 4.99
H 4.99 3.14 5.30
H 4.41 2.48 3.72
H 4.38 1.18 6.24
C -1.52 -4.99 5.75
O -0.23 -4.84 5.16
H -1.51 -4.83 6.83
H -2.20 -4.20 5.37
H -2.02 -5.94 5.58
H -0.37 -4.90 4.21
C -1.46 -4.05 -2.15
O -2.47 -4.74 -1.39
H -0.61 -4.02 -1.46
H -1.06 -4.63 -2.98
H -1.83 -3.09 -2.37
H -3.17 -5.00 -1.99

Results
Total charge ... 0
Calculated total energy ... -4084.20774 hartree
HOMO ... -8.25 eV
2S+1 ... 1
Largest force on an atom ... 0.0570 hartree/bohr

Mulliken population analysis, charges in e, atoms 1 to 8: -1.668 1.504 -1.253 -0.801 -0.998 2.550 0.595 -0.509



Here is 13 unconnected molecules or ions with the total composition C69H159N5O13 from OMol25. Energies are from ωB97M-V/def2-TZVPD.

CARTESIAN COORDINATES (ANGSTROEM)
C 1.32 4.98 -2.15
C 0.64 6.33 -2.34
C -0.85 6.31 -2.58
O 0.84 6.99 -1.12
H 0.81 4.57 -1.29
H 2.37 5.18 -1.90
H 1.20 4.43 -3.08
H 1.09 6.85 -3.19
H -1.33 7.28 -2.62
H -1.48 5.98 -1.75
H -1.13 5.81 -3.52
H 1.76 7.26 -1.05
C -1.30 2.89 -5.58
C -0.19 2.46 -6.51
C -0.54 2.62 -8.01
O 0.93 3.35 -6.42
H -2.21 2.36 -5.85
H -1.44 3.97 -5.53
H -1.05 2.60 -4.56
H 0.11 1.42 -6.38
H -0.64 3.68 -8.26
H -1.40 2.07 -8.39
H 0.33 2.39 -8.63
H 0.69 4.23 -6.72
C -4.96 5.31 1.50
C -3.81 4.63 2.27
C -4.37 3.88 3.50
O -2.99 3.83 1.38
H -5.37 6.03 2.22
H -5.73 4.55 1.35
H -4.68 5.97 0.68
H -3.14 5.39 2.69
H -5.11 3.16 3.15
H -4.91 4.48 4.24
H -3.54 3.39 4.01
H -2.23 4.37 1.16
C -4.10 5.20 -4.19
C -4.18 3.80 -3.52
C -4.20 3.83 -1.99
O -5.39 3.33 -3.98
H -4.23 5.24 -5.27
H -3.12 5.62 -3.99
H -4.79 5.87 -3.67
H -3.37 3.23 -3.96
H -5.10 4.32 -1.61
H -3.31 4.35 -1.63
H -4.21 2.84 -1.53
H -5.54 2.45 -3.61
C -5.59 -1.33 -3.89
C -4.85 -0.42 -2.94
C -3.63 0.24 -3.67
O -5.61 0.68 -2.60
H -5.03 -2.22 -4.21
H -5.86 -0.78 -4.79
H -6.53 -1.56 -3.41
H -4.58 -0.94 -2.02
H -3.84 1.01 -4.41
H -2.89 -0.49 -4.01
H -2.99 0.75 -2.95
H -6.26 0.24 -2.05
C -0.16 7.18 2.50
C 0.06 5.72 2.00
C -0.21 4.69 3.10
O -0.85 5.42 0.98
H -1.22 7.41 2.54
H 0.23 7.95 1.83
H 0.23 7.36 3.50
H 1.05 5.58 1.56
H -0.16 3.66 2.73
H -1.23 4.81 3.46
H 0.50 4.70 3.93
H -0.57 6.00 0.27
C -0.94 -0.31 -0.55
C -1.16 1.14 0.03
C -1.19 2.25 -1.09
O -2.37 1.10 0.73
H -1.79 -0.69 -1.13
H -0.69 -1.00 0.25
H -0.11 -0.37 -1.25
H -0.41 1.50 0.73
H -0.25 2.09 -1.63
H -1.21 3.27 -0.70
H -2.01 2.13 -1.80
H -2.52 2.04 0.90
C -3.63 -1.67 2.57
C -4.89 -0.93 2.28
C -5.14 0.21 3.23
O -4.71 -0.29 1.04
H -2.76 -1.06 2.83
H -3.33 -2.25 1.70
H -3.70 -2.48 3.30
H -5.81 -1.50 2.24
H -5.00 -0.18 4.24
H -6.12 0.67 3.16
H -4.39 0.98 3.06
H -3.89 0.22 1.02
C -2.99 1.62 6.94
C -2.00 0.59 6.34
C -1.54 1.08 4.95
C -0.37 0.29 4.30
C 0.77 0.54 5.22
C 0.51 0.10 6.73
N -0.79 0.67 7.16
O -0.99 0.25 8.51
C 0.56 -1.47 6.85
C 1.74 0.50 7.60
C -2.56 -0.85 6.29
H -3.03 1.50 8.03
H -3.91 1.40 6.41
H -2.66 2.62 6.65
H -2.43 1.13 4.33
H -1.25 2.13 5.05
H -0.11 0.76 3.36
H -0.51 -0.77 4.09
H 1.22 1.53 5.25
H 1.51 -0.19 4.91
H 0.02 -1.93 6.02
H 1.59 -1.81 6.83
H 0.10 -1.83 7.77
H 2.65 0.26 7.04
H 1.98 1.55 7.80
H 1.82 -0.07 8.53
H -3.57 -0.93 5.89
H -2.56 -1.35 7.27
H -2.02 -1.56 5.67
H -1.04 1.12 8.91
C -2.85 -5.23 -2.64
C -3.51 -5.12 -1.28
C -4.44 -6.40 -1.03
C -3.68 -7.69 -0.74
C -2.75 -7.37 0.45
C -1.74 -6.24 0.26
N -2.51 -5.10 -0.23
O -1.70 -4.01 -0.32
C -1.12 -5.94 1.62
C -0.63 -6.66 -0.73
C -4.36 -3.88 -1.21
H -2.43 -6.19 -2.95
H -2.08 -4.47 -2.74
H -3.58 -5.12 -3.44
H -5.08 -6.30 -0.16
H -5.06 -6.80 -1.83
H -3.14 -7.89 -1.66
H -4.34 -8.53 -0.53
H -2.27 -8.31 0.73
H -3.39 -7.21 1.32
H -1.75 -5.36 2.30
H -0.69 -6.76 2.18
H -0.27 -5.26 1.52
H -0.98 -7.22 -1.60
H -0.07 -5.86 -1.23
H 0.08 -7.30 -0.21
H -3.71 -3.01 -1.30
H -4.81 -3.75 -0.22
H -5.13 -3.84 -1.98
H -1.95 -3.47 0.42
C 3.92 3.44 2.14
C 4.16 2.59 0.93
C 4.42 3.49 -0.26
C 5.92 4.02 -0.30
C 6.85 2.85 -0.24
C 6.69 1.96 1.00
N 5.21 1.62 1.15
O 4.87 0.66 2.12
C 7.45 0.67 0.70
C 7.30 2.69 2.25
C 2.83 1.87 0.56
H 4.71 4.15 2.38
H 3.76 2.95 3.10
H 2.97 3.97 2.04
H 3.98 3.17 -1.21
H 3.82 4.40 -0.13
H 6.16 4.63 0.58
H 6.16 4.71 -1.11
H 7.91 3.10 -0.37
H 6.76 2.30 -1.17
H 7.36 -0.14 1.42
H 7.07 0.20 -0.21
H 8.48 0.96 0.48
H 6.96 2.22 3.16
H 8.39 2.57 2.29
H 7.01 3.72 2.48
H 2.92 1.12 -0.23
H 2.06 2.59 0.29
H 2.44 1.30 1.41
H 4.81 -0.17 1.63
C 2.13 -0.50 -5.14
C 2.59 -2.01 -5.23
C 3.28 -2.41 -3.93
C 2.36 -2.66 -2.66
C 1.26 -3.61 -3.12
C 0.50 -3.34 -4.48
N 1.44 -2.87 -5.56
O 0.77 -2.68 -6.80
C -0.16 -4.64 -4.88
C -0.60 -2.26 -4.11
C 3.64 -2.14 -6.33
H 1.39 -0.27 -4.37
H 1.72 -0.06 -6.05
H 2.93 0.17 -4.82
H 4.00 -3.23 -3.96
H 3.82 -1.54 -3.56
H 1.80 -1.74 -2.52
H 2.82 -2.94 -1.71
H 0.57 -3.75 -2.28
H 1.67 -4.62 -3.19
H 0.62 -5.20 -5.39
H -0.65 -5.25 -4.12
H -0.93 -4.47 -5.64
H -1.54 -2.69 -3.75
H -0.37 -1.70 -3.20
H -0.91 -1.63 -4.95
H 3.17 -1.72 -7.22
H 3.76 -3.18 -6.63
H 4.60 -1.62 -6.34
H 0.35 -1.83 -6.66
C 1.53 -2.58 1.01
C 2.85 -3.20 1.64
C 2.60 -4.69 1.76
C 3.82 -5.54 2.16
C 4.98 -5.23 1.14
C 5.37 -3.73 1.05
N 4.11 -2.98 0.81
O 4.34 -1.59 0.60
C 6.12 -3.37 2.31
C 6.29 -3.62 -0.18
C 2.88 -2.57 3.08
H 1.30 -3.02 0.04
H 1.68 -1.54 0.71
H 0.71 -2.80 1.69
H 1.73 -4.98 2.33
H 2.26 -4.97 0.76
H 3.57 -6.58 1.96
H 4.17 -5.56 3.19
H 4.57 -5.72 0.25
H 5.74 -5.92 1.51
H 5.94 -2.32 2.57
H 5.89 -3.95 3.20
H 7.21 -3.38 2.18
H 7.08 -4.37 -0.25
H 5.71 -3.75 -1.09
H 6.70 -2.61 -0.26
H 3.80 -2.93 3.54
H 1.97 -2.77 3.63
H 2.96 -1.48 3.00
H 4.38 -1.60 -0.36

Results
Total charge ... +1
Calculated total energy ... -3975.65454 hartree
HOMO (spin up / spin down) ... -9.65 / -9.65 eV
2S+1 ... 2
Largest force on an atom ... 0.0690 hartree/bohr

Mulliken population analysis, charges in e, atoms 1 to 8: -0.314 0.016 -0.721 -0.557 -0.275 0.254 0.431 0.538